C14H21AuN8O3 | wB97M-V/def2-TZVPD

Structure (XYZ):
```
47
Properties=species:S:1:pos:R:3:forces:R:3
Au -0.018913 1.006589 0.643066 0.007 -0.031 -0.070
N 1.594258 -3.155940 1.183516 0.029 -0.132 0.003
C 0.408455 -3.159431 2.112767 0.004 -0.007 -0.021
C 0.562616 -2.173311 3.282180 0.026 0.006 -0.019
C -0.092365 -0.794694 3.164879 -0.002 -0.007 -0.001
N 0.746612 0.212429 2.401931 -0.017 0.008 0.015
C -1.497306 -0.892922 2.582759 0.006 -0.008 0.007
C -1.528472 -1.608881 1.236782 -0.005 0.013 -0.017
N -0.904880 -0.777468 0.152801 -0.099 0.043 0.048
C -0.912759 -3.011442 1.340780 -0.025 -0.006 -0.002
H 2.471722 -3.156792 1.704037 -0.011 0.008 -0.013
H 1.600449 -2.359503 0.402812 0.043 0.187 0.177
H 1.598206 -4.016946 0.631885 -0.008 -0.033 0.046
H 0.416967 -4.157597 2.547775 -0.012 0.004 0.013
H 1.611320 -2.081511 3.581738 0.000 0.002 -0.013
H 0.074286 -2.642888 4.138303 0.005 -0.004 0.003
H -0.166954 -0.393159 4.174832 -0.010 -0.009 0.003
H 1.680965 -0.152149 2.221473 -0.006 0.000 -0.051
H 0.896914 1.028706 2.995844 0.010 -0.016 0.015
H -1.957707 0.094949 2.509026 -0.003 -0.001 0.001
H -2.111501 -1.459748 3.285559 0.004 -0.002 0.002
H -2.570599 -1.740768 0.947879 -0.002 0.018 0.001
H -1.584230 -0.518978 -0.571731 -0.005 -0.027 0.014
H -0.137098 -1.295921 -0.332316 0.027 -0.001 0.028
H -0.829310 -3.466658 0.350566 0.000 0.006 -0.001
H -1.650749 -3.615015 1.872571 -0.005 0.003 -0.007
C -1.980940 3.049371 -4.088164 0.003 0.000 0.001
N -1.273805 3.121981 -2.797316 -0.010 0.009 0.002
C -0.652178 4.250812 -2.385657 0.008 -0.001 -0.008
C 0.028634 4.385011 -1.202495 0.014 0.000 -0.007
C 0.062272 3.226122 -0.439620 0.028 -0.013 0.005
O 0.638866 2.939995 0.709601 -0.005 0.000 -0.005
N -0.573429 2.125260 -0.866682 -0.156 0.061 0.094
C -1.278574 1.963182 -2.025894 0.063 -0.030 -0.037
O -1.828107 0.926512 -2.322399 0.003 0.010 -0.003
H -1.864133 3.999863 -4.598642 -0.002 0.001 0.001
H -3.033857 2.843450 -3.913881 0.001 -0.002 0.000
H -1.552089 2.249890 -4.686458 0.000 0.001 -0.001
H -0.718495 5.080877 -3.076375 -0.001 0.000 0.001
H 0.526959 5.298427 -0.923072 -0.002 0.000 0.002
O 1.465024 -1.645416 -0.797774 0.021 -0.077 -0.246
N 1.670652 -0.358912 -1.030079 0.113 0.101 0.016
C 2.254680 -0.062819 -2.138853 -0.026 -0.078 0.051
C 2.302987 1.338323 -2.456363 0.016 0.012 0.000
N 2.237842 2.461778 -2.683866 -0.001 -0.008 0.005
C 2.744266 -1.051713 -3.054651 -0.031 0.012 -0.049
N 3.123488 -1.852966 -3.783077 0.012 -0.009 0.020
```
Forces are in eV/Å.

Summary:
charge	+2
lowest unoccupied orbital energy	-0.2951	hartree
calculated total energy	-36596.595	eV
energy above the lowest of the compared OMol25 structures with the same formula, charge and spin	0.0	kcal/mol
largest force on an atom	0.26	eV Å⁻¹
Kohn-Sham gap	7.4	eV

***

C25H30FeN7O7S | wB97M-V/def2-TZVPD

Structure (XYZ):
```
71
Properties=species:S:1:pos:R:3:forces:R:3
Fe 0.069554 0.653553 0.298086 0.381 -0.374 0.224
C -1.798585 -3.711189 -0.538503 -0.009 0.116 -0.060
C -2.299743 -2.289985 -0.529113 -0.045 -0.045 -0.017
C -2.976758 -1.763492 0.567823 0.000 0.029 -0.018
C -3.400481 -0.437751 0.585489 0.026 -0.068 -0.068
C -3.151460 0.383229 -0.506977 -0.099 -0.010 0.051
C -2.477275 -0.128815 -1.610811 -0.005 -0.078 -0.138
C -2.058844 -1.453014 -1.619226 -0.003 -0.021 -0.058
H -2.203050 -4.261298 -1.393333 0.003 0.029 0.053
H -2.084017 -4.236745 0.373743 -0.016 0.012 -0.016
H -0.707957 -3.722633 -0.619292 -0.043 0.032 0.022
H -3.163013 -2.398377 1.429145 0.014 0.037 -0.050
H -3.921305 -0.044257 1.452172 0.041 -0.026 -0.039
H -3.491125 1.411503 -0.505474 0.060 -0.005 0.032
H -2.294741 0.505773 -2.474185 0.049 -0.080 0.121
H -1.508933 -1.842846 -2.473939 -0.077 0.074 0.146
O 1.518693 -3.130408 -0.381921 -0.001 0.179 0.050
C 1.453670 -2.024384 0.139315 -0.328 0.177 0.009
O 0.465526 -1.200595 -0.038022 0.146 -0.448 -0.120
C 2.565101 -1.594944 1.076512 0.012 0.040 -0.044
C 3.587115 -2.482582 1.277521 0.178 -0.143 0.054
C 4.628904 -2.197293 2.164612 0.144 -0.359 -0.091
C 4.664831 -1.011125 2.848525 0.184 0.186 0.134
C 3.677840 -0.078492 2.628019 -0.039 0.487 0.149
C 2.561740 -0.319562 1.742392 0.323 0.030 0.103
O 1.647403 0.527323 1.598786 -0.347 0.650 0.097
N 3.816821 1.187244 3.373492 -0.173 -0.551 0.162
O 3.206498 2.175327 2.992976 1.186 -0.337 -0.464
O 4.497530 1.190125 4.396082 -0.142 -0.048 -0.438
N 5.706926 -3.163090 2.380184 -0.050 0.040 0.060
O 5.730894 -4.164305 1.684667 -0.060 0.140 0.064
O 6.532357 -2.924165 3.253312 -0.192 0.004 -0.217
H 3.564938 -3.418234 0.739288 -0.013 -0.052 -0.005
H 5.468953 -0.792485 3.528950 0.088 0.004 0.096
C -0.014135 5.033232 5.413931 -0.080 -0.080 -0.005
C 0.166194 3.669898 6.092023 0.053 0.056 -0.151
C -0.181840 2.456615 5.221899 0.015 0.123 -0.047
C 0.826480 2.099124 4.137201 -0.223 0.453 -0.137
N 0.889058 3.070760 3.025161 -0.681 -0.197 0.488
C 0.040593 3.112392 2.001506 0.532 -0.297 0.671
S -1.290311 2.018636 1.836889 0.087 0.142 -0.176
N 0.272700 4.033416 1.071328 -0.294 0.546 -0.174
C 1.133856 5.211056 1.193473 -0.071 -0.320 -0.050
C 0.419395 6.504570 0.837749 -0.227 -0.024 -0.101
C -0.658406 6.968889 1.822586 -0.024 -0.126 0.064
C -1.986432 6.205216 1.775456 0.048 0.015 -0.047
H 0.125663 5.849761 6.128458 -0.011 -0.078 -0.035
H -1.022652 5.126130 4.990531 0.142 -0.020 0.041
H 0.698633 5.181334 4.601707 -0.026 -0.020 0.014
H -0.472335 3.643817 6.977186 -0.007 -0.008 0.058
H 1.197702 3.572124 6.449200 -0.046 0.007 0.011
H -1.162113 2.601604 4.763135 -0.075 -0.039 0.005
H -0.260362 1.573418 5.862677 -0.033 0.030 0.012
H 0.612359 1.123086 3.716536 -0.098 -0.129 -0.096
H 1.829412 2.054852 4.556266 -0.188 0.131 0.124
H 1.788658 3.497722 2.871244 -0.106 -0.090 0.155
H -0.321951 3.957246 0.261844 0.015 0.058 -0.118
H 2.003711 5.090383 0.548775 0.114 -0.071 -0.032
H 1.489064 5.276059 2.222150 -0.016 0.017 -0.013
H -0.011329 6.408348 -0.167542 0.050 0.057 0.051
H 1.192532 7.274027 0.774346 -0.012 0.018 -0.047
H -0.859807 8.021818 1.613282 -0.007 0.028 0.028
H -0.246972 6.926992 2.839402 -0.048 0.041 -0.067
H -2.369140 6.151791 0.749942 0.044 0.003 0.095
H -2.740889 6.715192 2.380641 0.061 -0.027 -0.035
H -1.904887 5.183247 2.149613 0.043 0.039 -0.039
N 0.604352 1.915863 -1.162414 -0.173 0.017 0.049
C 1.169375 2.345555 -2.091281 0.099 -0.073 -0.941
N 1.790272 2.920773 -3.034421 0.349 0.313 -0.246
C 1.962212 2.635333 -4.316409 -0.353 -0.230 0.327
N 2.148137 2.471427 -5.452805 -0.046 0.112 0.581
```
Forces are in eV/Å.

Summary:
charge	-1
lowest unoccupied orbital energy (alpha / beta)	0.0678 / 0.0675	hartree
multiplicity	5
calculated total energy	-96397.460	eV
energy above the lowest of the compared OMol25 structures with the same formula, charge and spin	16.0	kcal/mol
largest force on an atom	1.32	eV Å⁻¹
<S²>	6.0105
Kohn-Sham gap (alpha / beta)	8.0 / 7.7	eV

***

C3H5Cl | wB97M-V/def2-TZVPD

Structure (XYZ):
```
9
Properties=species:S:1:pos:R:3:forces:R:3
Cl -2.135955 -0.210865 -0.731362 -0.233 0.121 0.059
C -0.390310 -0.222684 -0.660091 0.136 0.726 1.157
C 0.265270 -0.676415 0.586214 3.643 1.155 -2.985
C 0.320649 0.804541 0.194211 1.108 0.553 -1.074
H 0.025489 -0.357367 -1.595083 0.709 -0.852 -1.675
H 1.243242 -1.240253 0.485356 -1.402 0.754 0.212
H -0.298076 -0.888466 1.372895 -2.418 -1.217 3.131
H -0.377333 1.585781 0.509109 0.472 -0.493 0.749
H 1.347024 1.205729 -0.161250 -2.015 -0.747 0.427
```
Forces are in eV/Å.

Summary:
lowest unoccupied orbital energy	0.0424	hartree
calculated total energy	-15713.099	eV
energy above the lowest of the compared OMol25 structures with the same formula, charge and spin	17.2	kcal/mol
largest force on an atom	4.85	eV Å⁻¹
Kohn-Sham gap	11.2	eV

***

C4H5CsO5 | wB97M-V/def2-TZVPD

Structure (XYZ):
```
15
Properties=species:S:1:pos:R:3:forces:R:3
O 2.194667 0.983821 -0.604063 -0.501 -0.951 0.083
C 2.219708 0.134035 0.302954 1.285 2.976 0.724
O 2.750757 0.207299 1.414307 -0.103 -0.353 -0.006
O 1.594197 -1.104358 0.037573 -1.703 -1.052 -0.977
Cs 5.012639 3.266323 1.027301 -0.406 -0.485 -0.077
C 0.275573 -1.293074 0.099476 0.147 0.184 0.348
C -0.628461 -0.585382 0.992665 1.467 -0.684 0.114
H -0.056854 -2.180619 -0.438003 0.148 0.028 0.347
H -0.201442 0.283379 1.500233 -0.104 -0.173 -0.228
H -1.115484 -1.258575 1.702009 -0.502 0.314 -0.415
H -1.548178 -0.438603 -1.622889 -0.068 0.062 0.114
O -1.997459 0.132804 0.290500 -0.148 0.082 -0.728
C -2.188844 0.130864 -0.937075 0.938 0.000 0.954
O -3.128240 0.874292 -1.398511 -0.403 0.104 -0.253
H -3.182583 0.847789 -2.366474 -0.047 -0.052 0.000
```
Forces are in eV/Å.

Summary:
charge	+1
lowest unoccupied orbital energy (alpha / beta)	-0.1124 / -0.1262	hartree
multiplicity	2
calculated total energy	-15005.900	eV
energy above the lowest of the compared OMol25 structures with the same formula, charge and spin	50.3	kcal/mol
largest force on an atom	3.32	eV Å⁻¹
<S²>	0.7534
Kohn-Sham gap (alpha / beta)	7.7 / 8.0	eV

***

Question: The lowest largest force on an atom belongs to which entry?
Answer: C14H21AuN8O3

***

Question: Which value of calculated total energy does entry 2 give?
Answer: -96397.460 eV